The ion C5H8NS with charge +1 at a distorted geometry, computed with wB97M-V/def2-TZVPD.

The geometry in XYZ format:
```
15
Properties=species:S:1:pos:R:3:lowdin_charge:R:1
C 1.401 -0.922 0.731 -0.01
C 0.541 -1.722 -0.106 -0.09
C -0.917 -0.964 -0.161 -0.22
C 1.038 1.469 1.254 0.02
C -1.020 0.317 -0.699 -0.48
N 1.344 0.247 1.069 0.00
S -0.474 0.984 -2.189 0.95
H 0.933 -1.599 -1.160 0.14
H 0.314 -2.755 0.223 0.13
H -1.458 -1.700 -0.736 0.15
H -1.307 -0.632 0.862 0.16
H 1.454 2.235 0.527 0.12
H 0.642 1.794 2.256 0.11
H -1.464 1.074 -0.034 0.08
H -1.025 2.176 -1.836 -0.06
```

HOMO-LUMO gap (alpha / beta): 6.45 / 6.46 eV
calculated total energy: -17628.4182 eV
HOMO energy (alpha / beta): -12.34 / -12.34 eV
energy above the lowest of the compared OMol25 structures with the same formula, charge and spin: 435.40 kJ/mol
total charge: +1



A cluster of 17 separate species, C14H61BO21P in total at a distorted geometry, computed with wB97M-V/def2-TZVPD.

The geometry in XYZ format:
```
98
Properties=species:S:1:pos:R:3:lowdin_charge:R:1
C 1.018 2.442 2.800 -0.17
C 0.522 2.450 1.331 -0.41
P -1.298 2.056 1.197 1.06
C -1.931 3.389 0.088 -0.46
C -3.460 3.504 0.162 -0.18
B -1.447 0.365 0.198 -0.76
C -1.175 0.774 -1.398 -0.18
C -0.726 -0.329 -2.347 -0.20
C -1.127 0.014 -3.783 -0.17
O -1.435 -1.124 -4.640 -0.02
C -0.352 -1.488 -5.359 -0.54
C 0.862 -1.903 -4.574 0.02
O -0.368 -1.464 -6.575 0.08
C -2.951 -0.281 0.310 -0.15
C -3.148 -1.140 1.562 -0.13
C -4.187 -0.660 2.535 -0.48
O -4.825 0.358 2.504 0.11
O -4.396 -1.541 3.593 0.04
C -0.265 -0.665 0.653 -0.20
O -0.021 -0.636 2.074 -0.26
C 1.071 -1.442 2.475 -0.13
H 1.717 1.621 2.972 0.05
H 1.488 3.385 3.083 0.06
H 0.174 2.252 3.467 0.03
H 1.086 1.675 0.814 0.04
H 0.737 3.406 0.855 0.05
H -1.521 4.368 0.359 0.07
H -1.678 3.236 -0.961 0.03
H -3.805 4.464 -0.229 0.05
H -3.947 2.719 -0.416 0.06
H -3.772 3.433 1.207 0.05
H -0.423 1.568 -1.387 0.07
H -2.109 1.206 -1.783 0.09
H -1.155 -1.306 -2.096 0.12
H 0.363 -0.387 -2.311 0.10
H -0.305 0.568 -4.245 0.12
H -2.018 0.637 -3.732 0.11
H 1.581 -1.084 -4.588 0.07
H 0.617 -2.179 -3.554 0.08
H 1.271 -2.775 -5.085 0.07
H -3.687 0.527 0.321 0.07
H -3.168 -0.864 -0.593 0.09
H -3.465 -2.153 1.286 0.11
H -2.215 -1.263 2.127 0.11
H -3.525 -1.893 3.822 0.10
H -0.536 -1.695 0.364 0.11
H 0.684 -0.397 0.164 0.10
H 1.957 -0.811 2.600 0.08
H 0.837 -1.935 3.417 0.05
H 1.233 -2.217 1.719 0.08
O 0.278 -4.255 3.525 -0.06
H 0.566 -5.174 3.630 0.00
H -0.570 -4.317 3.076 0.05
O 1.169 -0.199 5.639 -0.05
H 1.484 -1.105 5.723 0.04
H 0.322 -0.284 5.186 0.04
O 2.065 2.414 -1.385 -0.05
H 3.017 2.565 -1.437 0.01
H 1.672 3.282 -1.521 0.06
O 3.125 -3.920 4.426 -0.06
H 3.435 -4.829 4.487 -0.01
H 2.275 -3.987 3.972 -0.01
O 2.611 0.710 -3.678 -0.07
H 2.369 1.344 -2.989 0.00
H 2.814 1.245 -4.454 0.00
O 2.636 3.024 -5.580 -0.03
H 1.946 3.269 -6.205 0.06
H 3.444 3.007 -6.104 0.06
O 2.361 5.655 -3.963 -0.06
H 2.589 4.836 -4.421 -0.01
H 3.171 6.170 -3.952 0.03
O 4.997 -6.409 4.167 -0.04
H 5.097 -7.346 3.980 0.04
H 5.850 -6.021 3.950 0.05
O -2.595 4.314 -2.855 -0.05
H -2.535 3.809 -3.677 -0.01
H -2.472 5.227 -3.129 0.03
O -4.601 -4.566 2.811 -0.07
H -4.685 -3.704 3.239 0.00
H -4.687 -4.364 1.874 0.03
O 4.943 3.071 -1.771 -0.04
H 5.571 3.312 -2.457 0.04
H 5.260 2.226 -1.433 0.06
O -2.901 2.044 4.507 -0.11
H -3.637 1.804 3.931 0.00
H -2.147 2.024 3.896 -0.04
O 2.608 2.777 6.123 -0.07
H 3.356 2.415 6.605 0.02
H 2.040 2.011 5.964 0.01
O 1.433 -6.912 4.046 -0.03
H 2.187 -7.229 4.550 0.04
H 0.870 -7.680 3.915 0.05
O -2.039 2.929 -5.251 -0.04
H -1.465 3.283 -5.935 0.05
H -2.096 1.986 -5.439 0.04
O 1.046 -5.545 -5.217 -0.06
H 0.307 -5.241 -5.754 0.03
H 1.796 -5.538 -5.818 0.03
```

HOMO-LUMO gap: 4.42 eV
calculated total energy: -68472.0875 eV
HOMO energy: -3.20 eV
total charge: -1



A structure of composition C44H37Br2N7OP2SV, computed with wB97M-V/def2-TZVPD.

The geometry in XYZ format:
```
95
Properties=species:S:1:pos:R:3:lowdin_charge:R:1
V 0.314 0.291 0.353 0.89
C -5.349 2.279 0.368 -0.05
C -4.953 0.964 0.567 -0.05
C -3.645 0.673 0.925 -0.04
C -2.739 1.704 1.113 -0.24
C -3.134 3.026 0.929 -0.02
C -4.435 3.309 0.547 -0.05
N -1.363 1.448 1.474 0.01
N -0.992 2.219 2.379 0.13
C 0.372 2.215 2.632 -0.30
C 0.831 3.012 3.680 0.02
C 2.191 3.084 3.915 -0.04
C 3.058 2.371 3.095 -0.03
C 2.581 1.574 2.055 -0.08
C 1.219 1.479 1.803 -0.16
H -6.368 2.502 0.081 0.12
H -5.662 0.157 0.439 0.12
H -3.335 -0.351 1.039 0.06
H -2.418 3.825 1.084 0.12
H -4.738 4.338 0.404 0.12
H 0.116 3.558 4.282 0.13
H 2.576 3.690 4.723 0.12
H 4.125 2.429 3.269 0.12
H 3.306 1.041 1.454 0.10
C 0.895 1.285 -3.358 0.01
C 2.052 0.697 -2.614 -0.26
C 3.277 0.634 -3.317 0.01
C 4.376 0.037 -2.782 0.02
C 4.263 -0.557 -1.511 -0.18
C 5.287 -1.286 -0.849 -0.61
Br 6.969 -1.492 -1.665 0.87
C 5.070 -1.851 0.376 -0.14
C 3.819 -1.723 1.010 -0.58
Br 3.555 -2.468 2.703 0.93
C 2.811 -1.030 0.387 -0.41
O 1.594 -0.865 0.906 -0.37
C 3.022 -0.433 -0.867 -0.18
N 1.929 0.218 -1.377 0.14
H 1.065 1.172 -4.427 0.10
H 0.798 2.354 -3.159 0.09
H -0.031 0.780 -3.109 0.07
H 3.313 1.061 -4.309 0.13
H 5.309 -0.009 -3.326 0.10
H 5.859 -2.400 0.871 0.11
C -2.333 -2.109 2.349 -0.23
P -0.616 -1.641 1.942 0.95
C -0.011 -1.006 3.538 -0.21
C 0.188 -3.287 1.768 -0.37
C 0.241 -4.044 2.942 -0.11
C 0.867 -5.277 2.981 -0.06
C 1.456 -5.781 1.833 -0.05
C 1.376 -5.060 0.655 -0.08
C 0.741 -3.818 0.593 -0.38
P 0.547 -2.997 -1.037 0.93
C 2.064 -3.494 -1.947 -0.25
C -0.677 -4.139 -1.801 -0.26
H -2.305 -2.938 3.057 0.06
H -2.873 -2.447 1.464 0.05
H -2.863 -1.279 2.812 0.05
H -0.193 -1.703 4.354 0.06
H -0.540 -0.079 3.762 0.05
H 1.057 -0.807 3.469 0.03
H -0.205 -3.675 3.856 0.10
H 0.897 -5.836 3.906 0.12
H 1.960 -6.738 1.850 0.12
H 1.813 -5.480 -0.242 0.10
H 2.954 -3.220 -1.378 0.04
H 2.089 -2.957 -2.897 0.05
H 2.100 -4.562 -2.163 0.05
H -0.336 -5.175 -1.784 0.05
H -0.857 -3.845 -2.836 0.05
H -1.625 -4.089 -1.260 0.04
S -4.506 4.581 -3.710 1.09
N -4.487 2.990 -3.467 -0.19
C -3.381 2.718 -2.793 -0.31
C -2.970 1.407 -2.339 -0.07
C -3.677 0.238 -2.619 0.05
C -3.217 -0.947 -2.095 0.00
C -2.068 -0.942 -1.311 -0.14
N -1.356 0.154 -1.064 0.04
C -1.812 1.323 -1.567 -0.18
C -1.002 2.500 -1.292 -0.19
N 0.117 2.299 -0.565 0.05
C 0.954 3.323 -0.406 -0.07
C 0.694 4.595 -0.904 0.01
C -0.480 4.825 -1.583 0.05
C -1.348 3.754 -1.796 -0.08
C -2.595 3.862 -2.524 -0.31
N -3.120 4.982 -2.996 -0.19
H -4.572 0.287 -3.225 0.14
H -3.731 -1.881 -2.275 0.13
H -1.691 -1.855 -0.880 0.03
H 1.863 3.125 0.142 0.12
H 1.415 5.383 -0.739 0.13
H -0.736 5.805 -1.967 0.14
```

HOMO-LUMO gap (alpha / beta): 6.28 / 6.78 eV
calculated total energy: -253882.0066 eV
HOMO energy (alpha / beta): -13.03 / -13.05 eV
energy above the lowest of the compared OMol25 structures with the same formula, charge and spin: 40.01 kJ/mol
total charge: +2
multiplicity: 2



A structure of composition C31H30CrN4O8S3Sb at a distorted geometry, computed with wB97M-V/def2-TZVPD.

The geometry in XYZ format:
```
78
Properties=species:S:1:pos:R:3:lowdin_charge:R:1
Cr 0.845 1.069 -1.550 0.44
O 6.450 0.109 0.175 0.08
C 5.248 0.544 -0.256 -0.27
C 4.294 1.050 0.625 0.08
C 3.084 1.430 0.101 -0.17
N 2.813 1.330 -1.197 0.05
C 3.716 0.869 -2.059 -0.17
C 4.985 0.506 -1.638 0.10
C 3.169 0.759 -3.446 -0.48
O 3.840 0.667 -4.467 0.07
O 1.812 0.800 -3.424 -0.25
C 1.946 1.929 0.924 -0.50
O 2.051 2.216 2.112 0.09
O 0.795 2.027 0.213 -0.31
H 6.475 -0.007 1.139 0.12
H 4.449 1.153 1.687 0.14
H 5.692 0.141 -2.366 0.14
C 0.959 -3.125 -0.723 -0.10
S 2.006 -1.656 -0.668 0.53
O 3.111 -1.887 0.238 -0.30
O 1.119 -0.505 -0.161 -0.58
O 2.346 -1.394 -2.079 -0.34
H 1.303 -3.838 0.011 0.05
H 1.080 -3.564 -1.703 0.06
H -0.081 -2.879 -0.552 0.06
S -1.366 0.360 -1.118 0.19
Sb -1.059 0.371 1.387 1.47
C -3.194 0.345 1.801 -0.37
C -3.669 0.882 2.998 -0.11
C -5.048 0.826 3.282 -0.10
C -5.939 0.239 2.381 -0.11
C -5.442 -0.306 1.195 -0.09
C -4.065 -0.239 0.902 -0.16
C -0.785 -1.709 1.985 -0.31
C 0.518 -2.189 2.113 -0.19
C 0.755 -3.470 2.649 -0.09
C -0.319 -4.282 3.021 -0.10
C -1.618 -3.799 2.880 -0.09
C -1.851 -2.508 2.370 -0.10
C -0.241 1.056 3.398 -0.30
C -0.548 2.323 3.857 -0.16
C 0.078 2.833 5.008 -0.09
C 1.047 2.073 5.678 -0.11
C 1.388 0.822 5.184 -0.10
C 0.737 0.314 4.056 -0.12
H -3.008 1.329 3.725 0.07
H -5.383 1.245 4.230 0.09
H -6.998 0.204 2.596 0.09
H -6.097 -0.776 0.469 0.09
H -3.694 -0.643 -0.026 0.05
H 1.361 -1.590 1.802 0.07
H 1.783 -3.812 2.739 0.11
H -0.156 -5.271 3.422 0.09
H -2.458 -4.397 3.203 0.09
H -2.876 -2.169 2.306 0.08
H -1.273 2.936 3.338 0.09
H -0.213 3.810 5.360 0.09
H 1.540 2.475 6.554 0.09
H 2.159 0.221 5.653 0.09
H 1.034 -0.671 3.738 0.07
S -0.078 2.995 -2.670 0.70
C -0.716 2.370 -4.116 -0.68
N 0.113 1.815 -5.044 0.07
C -0.312 1.393 -6.262 -0.06
C -1.642 1.507 -6.617 -0.07
C -2.562 2.012 -5.671 -0.05
C -2.107 2.472 -4.441 -0.06
H 1.012 1.461 -4.594 0.09
H 0.416 0.971 -6.938 0.13
H -1.951 1.190 -7.597 0.09
H -3.614 2.068 -5.894 0.10
H -2.746 2.887 -3.684 0.10
N -1.385 -1.626 -3.529 -0.11
N -0.127 -0.969 -3.699 -0.10
H -2.056 -1.092 -4.077 0.04
H -1.642 -1.469 -2.544 -0.05
H 0.223 -1.187 -4.631 0.08
H 0.563 -1.376 -3.061 0.02
```

HOMO-LUMO gap (alpha / beta): 4.98 / 6.85 eV
calculated total energy: -122441.7328 eV
HOMO energy (alpha / beta): -2.98 / -4.77 eV
energy above the lowest of the compared OMol25 structures with the same formula, charge and spin: 0.00 kJ/mol
total charge: -1
multiplicity: 5